Entry P
This record from the Open Molecules 2025 dataset describes C3H6O2 in the gas phase. The level of theory is ωB97M-V with the def2-TZVPD basis set.

Each atom is followed by the atoms it is bonded to, with distances in Å.
Geometry (Å):
1 O 0.312 -1.183 0.445  C2 1.449, C4 1.569
2 C 1.183 -0.095 0.046  O1 1.449, C3 1.525, H7 1.093, H8 1.096
3 C 0.036 0.767 -0.470  C2 1.525, C4 1.532, H9 1.091, H10 1.091
4 C -0.906 -0.400 -0.158  O1 1.569, C3 1.532, O5 1.351, H11 1.089
5 O -1.810 -0.309 0.842  C4 1.351, H6 1.074
6 H -0.995 -0.417 1.533  O5 1.074
7 H 1.877 -0.425 -0.732  C2 1.093
8 H 1.754 0.301 0.893  C2 1.096
9 H 0.079 1.033 -1.527  C3 1.091
10 H -0.174 1.655 0.127  C3 1.091
11 H -1.357 -0.927 -0.999  C4 1.089

The value obtained for the HOMO energy is -10.2494 eV. The SMILES is O[C@H]1CCO1. As for the gap between HOMO and LUMO: 11.3 eV.



Entry Q
This record from the Open Molecules 2025 dataset describes C3H6O2 in the gas phase. The level of theory is ωB97M-V with the def2-TZVPD basis set.

Each atom is followed by the atoms it is bonded to, with distances in Å.
Geometry (Å):
1 C 1.554 0.859 -0.582  O3 1.428, H6 1.079, H7 1.092, H8 1.085
2 C -0.279 0.412 0.592  O3 1.312, C4 1.469
3 O 0.611 -0.141 -0.196  C1 1.428, C2 1.312
4 C -1.431 -0.497 0.668  C2 1.469, O5 1.397, H9 1.102, H10 1.098
5 O -1.385 -1.675 -0.082  C4 1.397, H11 0.968
6 H 2.485 0.632 -0.085  C1 1.079
7 H 1.163 1.826 -0.257  C1 1.092
8 H 1.653 0.825 -1.663  C1 1.085
9 H -2.282 0.135 0.366  C4 1.102
10 H -1.577 -0.676 1.741  C4 1.098
11 H -0.513 -1.700 -0.502  O5 0.968

The value obtained for the HOMO energy is -8.8706 eV. As for the gap between HOMO and LUMO: 9.8 eV.



Looking at the structures above, entry P is most stable, and the difference to the next one is 0.0553 hartree.